76
Properties=species:S:1:pos:R:3 method="wB97M-V/def2-TZVPD" charge=0 homo_lumo_gap_ev=9.15 largest_force_ha_per_bohr=0.012 homo_energy_ev=-8.5 lumo_ha=0.023 smiles="O=C(CCC1CCCCC1)NCCN1C2=NC[C@@H](Cc3ccccc3)N2C[C@H]1Cc1ccc(O)cc1"
O 0.81 0.05 -4.61
C 1.28 0.16 -3.49
N 0.67 0.82 -2.48
H 1.01 0.70 -1.53
C -0.71 1.22 -2.58
H -0.99 1.16 -3.64
H -0.82 2.25 -2.24
C -1.64 0.31 -1.76
N -1.60 0.61 -0.35
C -0.53 0.43 0.45
N 0.71 0.21 0.22
C 1.34 0.00 1.51
H 1.93 -0.92 1.48
H 2.03 0.83 1.72
C 0.20 -0.04 2.56
N -0.90 0.49 1.78
C -2.30 0.14 1.86
H -2.79 0.67 2.69
H -2.44 -0.94 2.01
C -2.81 0.62 0.48
H -3.55 -0.07 0.06
C -3.40 2.03 0.57
C -3.80 2.56 -0.77
C -4.92 2.05 -1.43
C -5.27 2.50 -2.69
C -4.52 3.48 -3.31
C -3.40 4.01 -2.66
C -3.06 3.55 -1.41
H -2.20 3.97 -0.91
H -2.83 4.77 -3.16
O -4.83 3.96 -4.55
H -5.61 3.51 -4.89
H -6.14 2.09 -3.18
H -5.52 1.29 -0.95
H -2.65 2.69 1.02
H -4.27 1.99 1.23
C 0.48 0.81 3.80
C -0.71 0.84 4.71
C -1.58 1.92 4.72
C -2.71 1.93 5.52
C -2.98 0.84 6.33
C -2.13 -0.25 6.33
C -1.00 -0.25 5.53
H -0.33 -1.10 5.54
H -2.34 -1.10 6.96
H -3.86 0.84 6.95
H -3.37 2.78 5.52
H -1.37 2.78 4.09
H 1.35 0.40 4.32
H 0.72 1.83 3.48
H -0.02 -1.08 2.87
H -1.35 -0.73 -1.94
H -2.66 0.46 -2.09
C 2.64 -0.40 -3.10
C 2.46 -1.65 -2.24
H 1.80 -1.40 -1.40
C 3.77 -2.21 -1.69
C 3.48 -3.31 -0.66
C 4.77 -3.87 -0.07
C 5.66 -4.42 -1.17
C 5.97 -3.33 -2.20
C 4.68 -2.77 -2.78
H 4.92 -1.99 -3.50
H 4.14 -3.56 -3.32
H 6.59 -3.74 -2.99
H 6.52 -2.53 -1.71
H 5.16 -5.25 -1.67
H 6.59 -4.80 -0.74
H 4.53 -4.65 0.65
H 5.30 -3.07 0.46
H 2.85 -2.91 0.14
H 2.92 -4.11 -1.15
H 4.30 -1.39 -1.18
H 1.96 -2.42 -2.84
H 3.19 0.36 -2.53
H 3.19 -0.63 -4.01